Record 1
ORCA calculation (ωB97M-V/def2-TZVPD) on C4H5O2Sm as an isolated structure.

Geometry as XYZ:
```
12
Properties=species:S:1:pos:R:3:lowdin_spin:R:1
H 2.91222 0.09495 -1.48344 0.000
O 2.08088 0.55533 -1.33973 0.000
C 1.05878 -0.39763 -1.12947 0.001
C -0.11263 0.23760 -0.50266 0.002
C -1.20951 0.86390 -0.56027 0.007
H 1.40295 -1.21681 -0.47356 0.000
H 0.73705 -0.85560 -2.08152 0.000
H -1.96821 1.46118 -1.04890 0.001
C -0.91780 0.21615 1.33701 0.024
O -1.94303 -0.46832 1.79110 0.059
Sm -1.30423 -1.74024 3.77764 6.905
H -0.73647 1.24949 1.71380 0.002
```

Properties
Relative energy (zero: lowest compared OMol25 entry of this formula, charge and spin)   2.325 eV
Spin multiplicity   8
Calculated total energy   -963.5617 a.u.
Highest occupied orbital energy (spin up / spin down)   -5.6148 / -6.0796 eV



Record 2
ORCA calculation (ωB97M-V/def2-TZVPD) on C24H25N2O2RuS2 as an isolated structure.

Geometry as XYZ:
```
56
Properties=species:S:1:pos:R:3:lowdin_spin:R:1
Ru 0.47104 0.42607 0.71680 0.605
C -0.86536 4.70999 -0.61008 0.007
C -0.53640 3.45060 0.13796 0.062
S 0.58512 2.32784 -0.59928 0.055
C -1.02634 3.16871 1.35699 0.011
C -1.94596 4.06634 2.13193 -0.005
S -0.54556 1.68011 2.14788 0.198
H -0.14785 4.88653 -1.41109 0.000
H -0.86060 5.58006 0.04929 0.002
H -1.86169 4.64667 -1.05899 0.003
H -1.43369 4.96878 2.47616 -0.002
H -2.33830 3.55254 3.00930 0.000
H -2.79759 4.37537 1.52235 -0.001
C 4.55995 1.56144 1.58036 -0.002
C 5.15485 0.30286 1.62952 0.012
C 4.36942 -0.82717 1.51021 -0.003
C 2.98746 -0.69968 1.33830 0.009
C 2.37433 0.56943 1.24518 0.000
C 3.19643 1.69314 1.38431 0.011
C 2.08448 -1.85783 1.35000 -0.001
C 2.53640 -3.20187 1.32051 0.000
C 1.63938 -4.21618 1.42399 -0.001
C 0.26205 -3.93531 1.57971 0.000
C -0.71042 -4.94498 1.74404 0.000
C -2.02461 -4.61175 1.91522 0.001
C -2.41425 -3.25816 1.92898 0.000
C -1.49677 -2.25772 1.76010 0.000
C -0.13532 -2.58206 1.57561 0.000
N 0.78466 -1.57443 1.42783 0.001
H 5.17403 2.44675 1.69604 0.000
H 6.22257 0.20946 1.77934 0.001
H 4.83407 -1.80210 1.57994 -0.001
H 2.75255 2.67869 1.33423 0.000
H 3.59085 -3.40601 1.21715 0.000
H 1.96707 -5.24914 1.40508 0.000
H -0.39212 -5.98060 1.74312 0.000
H -2.77058 -5.38474 2.04599 0.000
H -3.45720 -3.00588 2.06919 0.000
H -1.78898 -1.21846 1.74883 0.001
O -3.29780 0.38132 -0.59696 0.007
C -2.17869 0.23744 -1.04706 0.003
O -1.19111 -0.41454 -0.54545 0.020
C -1.89098 0.89514 -2.41749 0.001
N -0.45200 0.60615 -2.74654 0.004
C -0.38938 -0.06760 -4.07377 0.000
C -1.73823 -0.76990 -4.14775 0.000
C -2.68466 0.28656 -3.57566 0.000
H -2.02557 1.96744 -2.30284 0.000
H -0.21491 -0.03891 -1.95972 0.000
H 0.12813 1.44064 -2.60911 0.002
H 0.48321 -0.71509 -4.11518 0.000
H -0.30275 0.70243 -4.84013 0.000
H -1.72826 -1.65896 -3.51345 0.000
H -1.98689 -1.07410 -5.16233 0.000
H -3.63106 -0.11108 -3.21751 0.000
H -2.89617 1.04577 -4.33103 0.000
```

Properties
Relative energy (zero: lowest compared OMol25 entry of this formula, charge and spin)   0.269 eV
Spin multiplicity   2
Calculated total energy   -2080.8496 a.u.
Highest occupied orbital energy (spin up / spin down)   -6.3980 / -6.8526 eV



Record 3
ORCA calculation (ωB97M-V/def2-TZVPD) on C19H18ClN5O8P2Sn as an isolated structure.

Geometry as XYZ:
```
54
Properties=species:S:1:pos:R:3:lowdin_charge:R:1
Sn -0.00408 -0.03649 0.62965 1.425
C -3.09881 3.15358 2.34518 0.020
C -2.90580 1.94760 1.46459 -0.516
O -1.85314 1.72982 0.86422 -0.134
N -3.95101 1.11370 1.33473 0.087
C -3.83027 -0.15253 0.63052 -0.107
C -3.43900 -1.26728 1.57927 -0.262
C -4.38090 -2.17092 2.04483 -0.019
C -3.97595 -3.17983 2.90658 -0.049
C -2.64977 -3.23674 3.29510 -0.037
C -1.77819 -2.27847 2.80061 -0.113
N -2.15553 -1.32046 1.95515 0.054
H -2.13093 3.60276 2.54487 0.092
H -3.58301 2.88599 3.28441 0.088
H -3.72373 3.88531 1.83020 0.094
H -4.80648 1.32448 1.82055 0.151
H -3.06140 -0.03037 -0.12969 0.103
H -4.77636 -0.38433 0.14547 0.126
H -5.41426 -2.09171 1.73095 0.114
H -4.68878 -3.91053 3.26635 0.113
H -2.28863 -4.00721 3.96189 0.113
H -0.73204 -2.27468 3.08951 0.094
O 2.98843 -3.27848 -1.67064 -0.050
P 2.02020 -2.37541 -0.81257 0.265
O 1.90369 -0.95987 -1.53863 -0.246
O 0.70188 -3.00873 -0.60850 -0.263
O 2.78063 -1.94920 0.47880 -0.235
P 2.19833 -2.13415 2.06298 0.257
O 1.63658 -3.61707 2.04006 -0.107
O 3.31568 -1.94720 2.96852 -0.217
O 0.99813 -1.17530 2.08179 -0.487
H 3.91055 -2.98927 -1.66810 0.110
H 0.98118 -3.72966 1.32683 0.058
N 1.53972 1.55384 0.72997 0.025
C 2.66442 1.80933 0.54032 -0.168
C 3.96622 2.13779 0.28334 -0.258
C 4.37516 2.33715 -1.06876 -0.213
N 4.71009 2.50000 -2.15986 0.153
C 4.90645 2.27365 1.34570 -0.229
N 5.68104 2.39994 2.18845 0.136
Cl 3.57555 -0.05141 -4.56636 0.711
C 2.28542 1.00109 -4.06399 -0.598
C 2.33584 2.33183 -4.44637 -0.111
C 1.34658 3.20443 -4.02116 -0.068
C 0.30772 2.74852 -3.22201 -0.070
C 0.26138 1.41084 -2.86518 -0.053
C 1.24227 0.51441 -3.28104 -0.232
C 1.19514 -0.90190 -2.81066 -0.181
H 3.16422 2.68077 -5.04815 0.108
H 1.39573 4.24644 -4.30962 0.109
H -0.45496 3.43145 -2.87192 0.105
H -0.55149 1.04633 -2.24673 0.086
H 1.67723 -1.58235 -3.50859 0.102
H 0.16909 -1.22953 -2.65285 0.122
```

Properties
Relative energy (zero: lowest compared OMol25 entry of this formula, charge and spin)   0.508 eV
Calculated total energy   -2968.0397 a.u.
Highest occupied orbital energy   -8.0039 eV



Record 4
ORCA calculation (ωB97M-V/def2-TZVPD) on a 2-piece molecular cluster, C3H2BrClF2 overall.

Geometry as XYZ:
```
9
Properties=species:S:1:pos:R:3:lowdin_charge:R:1
C 0.25766 0.03584 0.06104 -0.033
C 0.87176 -0.15912 1.44820 -0.534
C 1.70238 -0.06135 0.26675 -0.710
F 0.89535 0.73844 2.49076 0.101
F 0.84053 -1.34614 2.07468 0.101
Cl 2.36262 -2.78925 -0.45437 -0.180
Br 3.13336 0.85812 -0.25991 0.936
H -0.31020 -0.79520 -0.55823 0.179
H -0.16520 1.02988 -0.21148 0.139
```

Properties
Relative energy (zero: lowest compared OMol25 entry of this formula, charge and spin)   3.821 eV
Calculated total energy   -3349.2797 a.u.
Highest occupied orbital energy   -9.7626 eV



Record 5
ORCA calculation (ωB97M-V/def2-TZVPD) on one molecule with the formula C9H6N4.

Geometry as XYZ:
```
19
Properties=species:S:1:pos:R:3:lowdin_charge:R:1
C 1.82220 -0.94806 0.06464 0.029
C 0.53890 -1.08630 0.00735 -0.183
C -0.36027 -0.47862 -1.05440 -0.126
C -1.76853 -0.39029 -0.50510 -0.382
C -2.66126 0.46221 -1.27695 -0.146
N -3.34261 1.16112 -1.91536 0.209
C -2.25503 -1.77022 -0.48803 -0.190
N -2.69194 -2.78402 -0.64901 0.237
C -1.86560 0.11972 0.96768 -0.172
C -2.29650 1.31385 1.26399 -0.093
N -2.86122 2.31033 1.64119 0.257
C -1.42743 -0.65280 2.07865 -0.223
N -1.13378 -1.23159 3.02575 0.192
H 2.31868 -0.35793 -0.75041 0.093
H 2.35024 -1.55430 0.75774 0.057
H -0.18357 -1.63315 0.63221 0.083
H 0.11667 0.38734 -1.49096 0.132
H -0.45077 -1.17952 -1.85218 0.123
H -2.63920 3.28982 1.69175 0.102
```

Properties
SMILES   C=CCC(C#N)(C#N)C(=C=N)C#N
Relative energy (zero: lowest compared OMol25 entry of this formula, charge and spin)   4.794 eV
Calculated total energy   -565.4305 a.u.
Highest occupied orbital energy   -10.0140 eV



Record 6
ORCA calculation (ωB97M-V/def2-TZVPD) on C19H34Ca2F8N4O34S8 as an isolated structure.

Geometry as XYZ:
```
109
Properties=species:S:1:pos:R:3:lowdin_charge:R:1
Ca 3.03940 1.21701 -0.15924 1.505
Ca 1.39673 -2.08590 4.70222 1.641
N 1.96106 -0.37502 6.07608 -0.479
S 1.73531 1.26933 6.37726 0.483
O 2.73898 2.12640 5.91792 -0.198
O 1.21275 1.41842 7.67552 -0.218
F 0.50510 1.48389 5.43894 -0.148
S 3.22713 -0.64287 7.02508 0.523
O 3.05119 -0.92338 8.39734 -0.210
O 4.48178 -0.16974 6.59628 -0.212
F 3.25076 -2.24691 6.45934 -0.333
N 3.63831 3.30217 -0.61026 -0.479
S 4.56772 3.77912 -1.91051 0.497
O 5.94672 3.93927 -1.64823 -0.228
O 3.89045 4.61036 -2.80970 -0.207
F 4.49836 2.34827 -2.62286 -0.194
S 3.39348 4.72747 0.08808 0.475
O 2.64781 5.70385 -0.59149 -0.209
O 4.46694 5.13471 0.92387 -0.244
F 2.35829 4.14641 1.19171 -0.216
N 1.22791 0.38275 0.86052 -0.435
S 0.10453 -0.60419 0.10836 0.520
O -0.93366 0.06808 -0.53397 -0.189
O -0.11280 -1.90518 0.66458 -0.253
F 1.13543 -0.97521 -1.03191 -0.177
S 0.53417 0.71331 2.22506 0.460
O 0.82307 -0.17628 3.32241 -0.403
O -0.76683 1.24345 2.19153 -0.186
F 1.41835 1.96713 2.55293 -0.144
N 1.66020 2.65771 -4.37059 -0.247
S 1.17266 1.46962 -5.40981 0.512
O -0.05117 1.73717 -6.05646 -0.242
O 1.53679 0.14321 -5.02723 -0.279
F 2.24295 1.81552 -6.52697 -0.177
S 0.95348 2.22270 -3.04788 0.470
O 1.70814 1.35214 -2.16692 -0.422
O -0.44497 1.99767 -3.17666 -0.251
F 0.94885 3.56843 -2.21255 -0.160
C -4.39016 -2.88825 -1.76095 -0.107
C -4.61468 -2.31630 -3.18945 -0.090
O -3.33282 -1.83442 -3.58120 0.080
C -2.42203 -2.10995 -2.62057 -0.565
O -1.30581 -1.72221 -2.59283 0.168
O -2.96607 -2.90755 -1.66801 0.025
H -4.81139 -3.88103 -1.61395 0.124
H -4.82886 -2.25080 -0.99062 0.125
H -5.23086 -1.42539 -3.07437 0.128
H -5.10716 -3.06784 -3.79807 0.129
C -0.51754 -5.29037 -0.93015 -0.016
C 0.48984 -4.70233 -1.88991 -0.303
C 1.92878 -5.13670 -1.60814 -0.103
O 2.46093 -5.35051 -2.90542 0.067
C 1.44825 -5.52818 -3.79184 -0.556
O 1.56323 -5.87051 -4.91316 0.185
O 0.24893 -5.31661 -3.18089 0.080
H -1.52437 -4.91552 -1.09557 0.070
H -0.19417 -4.85296 0.02869 0.077
H -0.49501 -6.37380 -0.86896 0.093
H 0.40775 -3.62035 -1.99711 0.136
H 2.00939 -5.99125 -0.93467 0.132
H 2.47238 -4.30981 -1.14677 0.127
C -3.15739 -4.06977 6.05333 0.012
O -1.91305 -3.48229 5.63338 0.044
C -1.67922 -3.21258 4.38137 -0.589
O -0.66512 -2.58678 4.05701 -0.090
O -2.59421 -3.62184 3.55159 0.047
C -2.53875 -3.15814 2.18999 0.019
H -3.19648 -5.11770 5.77182 0.107
H -3.99281 -3.54701 5.59004 0.107
H -3.24382 -3.91584 7.12185 0.105
H -3.44779 -3.43825 1.67201 0.106
H -1.71127 -3.62893 1.65861 0.081
H -2.35782 -2.08994 2.10687 0.102
C 6.82831 -0.56514 -0.30246 -0.032
O 6.34586 -1.25267 -1.43990 0.051
C 5.14109 -0.96708 -1.88898 -0.595
O 4.34849 -0.21200 -1.32532 -0.081
O 4.90691 -1.59444 -2.98632 0.072
C 3.67372 -1.27756 -3.68592 0.021
H 6.43804 -0.94874 0.64325 0.096
H 6.68786 0.51693 -0.32880 0.101
H 7.90425 -0.72107 -0.27016 0.104
H 3.60059 -1.96607 -4.51708 0.110
H 3.68837 -0.24481 -4.00800 0.089
H 2.82140 -1.42670 -3.02497 0.086
C -1.14749 4.69845 3.91263 -0.048
O -1.82672 5.64190 3.10785 0.019
C -2.57036 5.28346 2.05802 -0.595
O -3.16669 6.07519 1.39130 0.146
O -2.50642 3.96426 1.82894 -0.024
C -2.85308 3.50330 0.53123 -0.031
H -0.34476 5.21208 4.44316 0.097
H -0.68162 3.89802 3.34326 0.074
H -1.79419 4.31005 4.70278 0.099
H -1.94706 3.18253 0.00696 0.091
H -3.33530 4.26055 -0.07926 0.095
H -3.43742 2.58998 0.63690 0.100
C -4.94732 4.71878 -3.25008 -0.025
O -4.40686 3.52380 -2.70304 -0.028
C -5.25723 2.59429 -2.25635 -0.619
O -6.43468 2.75248 -2.08658 0.129
O -4.63339 1.46360 -1.94534 0.005
C -3.22871 1.31231 -2.15983 -0.044
H -5.36651 4.50784 -4.23541 0.101
H -4.15192 5.44397 -3.38134 0.097
H -5.72550 5.10655 -2.59521 0.097
H -2.65320 2.15197 -1.79313 0.066
H -3.00247 1.16060 -3.21618 0.109
H -2.92218 0.39429 -1.67233 0.066
```

Properties
Relative energy (zero: lowest compared OMol25 entry of this formula, charge and spin)   0.000 eV
Calculated total energy   -8861.3707 a.u.
Highest occupied orbital energy   -9.4772 eV



Record 7
ORCA calculation (ωB97M-V/def2-TZVPD) on CH8N3Si as an isolated structure.

Geometry as XYZ:
```
13
Properties=species:S:1:pos:R:3:lowdin_charge:R:1
C -0.27362 0.28564 0.78143 -0.590
N -0.89791 0.06576 1.91535 0.215
N 0.14190 1.48419 0.34529 0.138
N 0.15268 -0.63878 -0.03913 -0.138
Si 0.65804 -0.68990 -1.80039 0.717
H -1.35721 0.76079 2.51069 0.155
H -0.90041 -0.92008 2.12117 0.128
H -0.20806 2.39791 0.75577 0.164
H 0.82631 1.46518 -0.52130 0.107
H -0.43085 -1.80249 -0.04013 0.250
H 1.55906 0.43259 -1.87460 -0.063
H 1.44175 -1.94042 -1.77556 -0.050
H -0.71168 -0.90039 -2.37858 -0.033
```

Properties
Relative energy (zero: lowest compared OMol25 entry of this formula, charge and spin)   2.922 eV
Net charge   +1
Calculated total energy   -496.3834 a.u.
Highest occupied orbital energy   -14.7496 eV



Record 8
ORCA calculation (ωB97M-V/def2-TZVPD) on a 2-piece molecular cluster, C6H10N2 overall.

Geometry as XYZ:
```
18
Properties=species:S:1:pos:R:3:lowdin_charge:R:1
C -1.55984 2.50303 -0.27563 0.087
C -1.24658 1.21002 -0.20484 -0.352
C -2.23932 0.11378 0.04574 -0.067
C 0.13271 0.80167 -0.34642 -0.222
N 1.24883 0.98091 -0.68442 0.190
H -0.80622 3.26067 -0.43396 0.078
H -2.58505 2.83488 -0.21989 0.072
H -2.21390 -0.61535 -0.76600 0.088
H -1.99800 -0.41215 0.97213 0.083
H -3.24588 0.51593 0.12922 0.079
H 1.73782 -0.32045 2.36241 0.050
N 2.18571 -0.83406 1.61347 0.095
C 1.55647 -1.09389 0.57304 -0.412
C 2.07426 -1.87462 -0.58257 -0.096
H 0.34408 -0.87199 0.41704 0.110
H 1.67456 -1.47776 -1.51144 0.061
H 3.16192 -1.80052 -0.60697 0.080
H 1.77842 -2.92010 -0.48090 0.078
```

Properties
SMILES   C=C(C)C#N.[H]/N=C/C
Relative energy (zero: lowest compared OMol25 entry of this formula, charge and spin)   3.007 eV
Calculated total energy   -344.0262 a.u.
Highest occupied orbital energy   -9.0439 eV